# 1
Entry from the Open Molecules 2025 dataset: a 9-piece molecular cluster, C25H58B4F8N6O4 overall in a non-equilibrium geometry (ωB97M-V/def2-TZVPD).

Calculated total energy in eV: -68417.8932
Multiplicity: 2
HOMO (spin up / spin down) in eV: -16.655 / -16.655
Largest force on an atom in eV Å⁻¹: 6.0
Net charge: +3

Structure (XYZ):
```
105
C25H58B4F8N6O4 ωB97M-V/def2-TZVPD
B 1.57 -3.12 3.46
H 1.37 -4.14 3.16
H 2.62 -2.91 3.29
H 0.90 -2.50 2.88
H 1.38 -3.04 4.51
B -1.33 -0.60 0.30
H -0.73 -0.72 1.19
H -0.73 -0.35 -0.56
H -1.81 -1.55 0.12
H -2.12 0.11 0.46
C -2.05 1.46 -4.08
C -1.56 0.18 -3.47
O -0.53 -0.39 -3.83
N -2.36 -0.57 -2.36
H -1.89 -0.54 -1.46
H -3.22 -0.04 -2.34
C -2.61 -2.06 -2.74
H -1.57 1.57 -5.05
H -1.79 2.34 -3.50
H -3.12 1.31 -4.20
H -3.39 -2.33 -2.01
H -1.66 -2.53 -2.48
H -2.87 -2.10 -3.79
C -1.17 -0.01 4.38
C -2.68 -0.04 4.08
O -3.56 0.18 4.87
N -3.06 -0.60 2.69
H -2.49 -0.37 1.89
H -2.90 -1.60 2.69
C -4.53 -0.20 2.30
H -0.74 0.94 4.07
H -0.74 -0.79 3.75
H -1.05 -0.05 5.47
H -5.16 -0.68 3.05
H -4.68 -0.61 1.30
H -4.72 0.87 2.21
C 1.86 -2.22 0.14
C 0.66 -3.13 -0.27
O 0.47 -3.49 -1.43
N -0.21 -3.61 0.92
H 0.29 -3.42 1.78
H -1.01 -3.00 1.00
C -0.60 -5.10 0.76
H 2.55 -2.27 -0.71
H 2.45 -2.57 0.99
H 1.62 -1.17 0.28
H 0.27 -5.75 0.78
H -1.18 -5.21 -0.16
H -1.31 -5.33 1.56
C 4.71 1.90 2.69
N 3.44 2.35 2.06
C 3.32 3.66 1.67
C 2.13 4.04 1.05
C 1.06 3.16 0.84
C 1.22 1.85 1.36
C 2.44 1.42 1.89
C -0.20 3.64 0.13
C -1.40 2.94 0.25
C -2.57 3.34 -0.36
N -2.58 4.58 -0.95
C -1.44 5.24 -1.08
C -0.23 4.83 -0.56
C -3.88 5.13 -1.48
H 4.94 2.58 3.51
H 5.47 1.79 1.92
H 4.61 0.96 3.23
H 4.18 4.25 1.96
H 2.06 5.08 0.77
H 0.39 1.16 1.36
H 2.57 0.48 2.40
H -1.37 2.01 0.79
H -3.45 2.71 -0.29
H -1.41 6.03 -1.82
H 0.68 5.42 -0.58
H -4.64 4.37 -1.28
H -3.70 5.35 -2.53
H -4.05 6.06 -0.94
C 5.98 -2.24 -2.59
C 6.05 -0.70 -2.94
C 4.68 -0.14 -3.38
O 3.68 -0.54 -2.41
C 2.44 0.04 -2.75
N 6.46 0.02 -1.64
H 6.04 -0.43 -0.84
H 7.45 -0.15 -1.52
H 6.28 1.02 -1.63
H 5.62 -2.68 -3.53
H 5.27 -2.51 -1.81
H 6.93 -2.71 -2.33
H 6.82 -0.51 -3.69
H 4.47 -0.59 -4.35
H 4.63 0.94 -3.48
H 1.69 -0.51 -2.19
H 2.13 -0.10 -3.79
H 2.48 1.13 -2.67
B -5.37 0.83 -2.09
F -4.43 0.87 -1.03
F -5.31 -0.39 -2.71
F -6.66 1.29 -1.74
F -4.99 1.77 -2.97
B -3.13 -3.68 3.25
F -4.33 -3.18 3.77
F -3.09 -3.41 1.88
F -1.97 -3.06 3.77
F -3.00 -4.97 3.55
```

Here are the Löwdin charges for atoms 1 to 8, given in e: atom 1 (B): -0.089, atom 2 (H): 0.062, atom 3 (H): 0.028, atom 4 (H): -0.032, atom 5 (H): 0.135, atom 6 (B): -0.433, atom 7 (H): -0.021, atom 8 (H): -0.009

=====

# 2
Entry from the Open Molecules 2025 dataset: a 4-piece molecular cluster, C25H58N3O8S overall (ωB97M-V/def2-TZVPD).

Calculated total energy in eV: -58546.5382
HOMO in eV: -1.804
Largest force on an atom in eV Å⁻¹: 0.6
Net charge: -1

Structure (XYZ):
```
95
C25H58N3O8S ωB97M-V/def2-TZVPD
C 0.09 3.90 -3.76
C -1.20 3.33 -4.26
O -1.50 3.14 -5.41
O -2.00 2.99 -3.24
C -3.30 2.44 -3.51
C -4.42 3.50 -3.54
C -3.98 4.92 -3.90
C -3.22 5.67 -2.78
C -2.04 6.49 -3.29
S -1.09 7.15 -1.92
H -0.03 4.30 -2.76
H 0.37 4.71 -4.44
H 0.85 3.11 -3.79
H -3.24 1.90 -4.46
H -3.47 1.71 -2.72
H -5.16 3.14 -4.28
H -4.94 3.53 -2.57
H -4.87 5.49 -4.18
H -3.33 4.88 -4.79
H -4.01 6.25 -2.24
H -2.85 4.94 -2.04
H -2.39 7.36 -3.85
H 0.11 6.57 -2.12
C -3.72 -0.82 -1.52
O -3.08 -0.84 -2.78
C -1.67 -0.71 -2.74
C -0.99 -1.97 -3.23
N -1.25 -3.09 -2.33
C -0.73 -4.37 -2.77
C -1.30 -4.97 -4.05
O -2.66 -5.33 -3.95
C -3.59 -4.31 -4.28
H -4.79 -0.73 -1.70
H -3.53 -1.74 -0.94
H -3.39 0.03 -0.92
H -1.36 -0.49 -1.71
H -1.38 0.13 -3.37
H 0.09 -1.79 -3.26
H -1.32 -2.15 -4.26
H -2.24 -3.16 -2.17
H -0.89 -5.09 -1.96
H 0.36 -4.27 -2.90
H -0.75 -5.89 -4.26
H -1.16 -4.30 -4.90
H -3.19 -3.65 -5.06
H -3.86 -3.70 -3.42
H -4.49 -4.80 -4.66
C -0.39 -4.69 5.00
O 0.49 -3.61 4.81
C 1.64 -3.90 4.02
C 1.61 -3.13 2.72
N 0.54 -3.60 1.85
C 0.38 -2.81 0.63
C -0.02 -1.35 0.79
O -1.34 -1.17 1.28
C -1.46 -1.07 2.68
H -1.17 -4.36 5.68
H -0.86 -5.02 4.06
H 0.12 -5.56 5.43
H 1.69 -4.97 3.83
H 2.52 -3.61 4.60
H 2.57 -3.29 2.21
H 1.55 -2.06 2.96
H -0.33 -3.59 2.37
H -0.38 -3.28 0.00
H 1.32 -2.85 0.08
H 0.00 -0.90 -0.20
H 0.68 -0.79 1.42
H -0.59 -0.58 3.12
H -1.59 -2.05 3.17
H -2.34 -0.47 2.89
C 6.13 0.03 5.45
O 5.48 1.28 5.49
C 6.03 2.27 4.63
C 5.05 2.65 3.54
N 4.82 1.54 2.64
C 3.80 1.78 1.62
C 2.37 2.02 2.09
O 1.78 0.89 2.71
C 2.00 0.75 4.10
H 5.67 -0.59 6.21
H 6.03 -0.46 4.48
H 7.20 0.13 5.67
H 6.96 1.89 4.18
H 6.27 3.15 5.23
H 5.47 3.49 2.97
H 4.14 3.02 4.03
H 4.57 0.72 3.18
H 3.79 0.91 0.95
H 4.11 2.64 1.02
H 1.76 2.23 1.21
H 2.30 2.88 2.76
H 2.10 1.72 4.58
H 2.89 0.15 4.33
H 1.13 0.24 4.52
```

Here are the Löwdin charges for atoms 1 to 8, given in e: atom 1 (C): -0.008, atom 2 (C): -0.562, atom 3 (O): 0.074, atom 4 (O): -0.043, atom 5 (C): -0.165, atom 6 (C): -0.178, atom 7 (C): -0.235, atom 8 (C): -0.410

=====

# 3
Entry from the Open Molecules 2025 dataset: a 4-piece molecular cluster, C25H59BN5O7P2 overall (ωB97M-V/def2-TZVPD).

Calculated total energy in eV: -67924.3694
HOMO in eV: -4.399
Largest force on an atom in eV Å⁻¹: 0.9
Net charge: -1

Structure (XYZ):
```
99
C25H59BN5O7P2 ωB97M-V/def2-TZVPD
C 5.23 1.33 -0.28
C 6.70 1.51 0.11
C 7.12 0.85 1.43
C 7.54 -0.64 1.37
C 6.91 -1.53 0.30
C 5.51 -2.04 0.66
C 5.00 -3.15 -0.27
C 4.78 -2.75 -1.73
C 3.60 -1.80 -1.96
C 3.74 -0.87 -3.16
B 2.46 0.16 -3.32
N 2.09 0.76 -1.95
C 1.27 -0.60 -4.17
C -0.13 0.01 -4.14
C -0.92 -0.29 -2.85
C -2.43 -0.35 -3.06
N -3.12 -1.18 -2.04
C -3.17 -0.52 -0.78
C -4.27 0.49 -0.54
O -2.34 -0.73 0.06
P 3.23 1.72 -4.41
P 1.91 3.41 -4.25
O 0.49 3.39 -4.64
O 2.07 3.85 -2.69
O 2.67 4.61 -5.05
H 4.83 2.22 -0.78
H 5.06 0.51 -0.97
H 4.61 1.14 0.60
H 7.34 1.13 -0.69
H 6.93 2.58 0.20
H 7.97 1.41 1.84
H 6.31 0.97 2.16
H 7.33 -1.10 2.34
H 8.63 -0.68 1.26
H 7.56 -2.41 0.17
H 6.89 -1.03 -0.68
H 4.80 -1.22 0.72
H 5.57 -2.47 1.67
H 4.07 -3.55 0.14
H 5.73 -3.97 -0.23
H 5.69 -2.30 -2.14
H 4.61 -3.67 -2.31
H 3.43 -1.19 -1.06
H 2.69 -2.40 -2.09
H 4.69 -0.33 -3.08
H 3.81 -1.48 -4.07
H 1.65 0.06 -1.35
H 1.42 1.53 -2.00
H 1.21 -1.65 -3.82
H 1.58 -0.67 -5.22
H -0.73 -0.36 -4.99
H -0.06 1.09 -4.27
H -0.70 0.48 -2.11
H -0.59 -1.24 -2.41
H -2.83 0.67 -3.09
H -2.66 -0.80 -4.03
H -4.08 -1.32 -2.35
H -4.97 0.57 -1.38
H -3.82 1.47 -0.40
H -4.82 0.23 0.37
H 2.82 1.49 -5.75
H 2.96 4.08 -2.43
H 3.52 4.84 -4.68
C -5.40 4.71 0.91
O -5.93 3.73 0.42
N -4.36 4.64 1.77
C -3.79 5.80 2.41
C -3.80 3.32 2.01
H -5.73 5.74 0.71
H -2.74 5.92 2.13
H -3.85 5.72 3.50
H -4.34 6.69 2.09
H -3.43 2.89 1.08
H -4.56 2.64 2.41
H -2.98 3.40 2.72
C -5.46 1.09 5.68
O -4.41 1.53 6.09
N -5.59 0.27 4.62
C -6.88 -0.21 4.18
C -4.40 -0.16 3.90
H -6.43 1.35 6.14
H -6.93 -1.30 4.22
H -7.07 0.10 3.15
H -7.66 0.20 4.81
H -3.71 -0.68 4.57
H -3.88 0.70 3.49
H -4.69 -0.81 3.08
C -3.51 -3.36 1.64
O -4.26 -2.40 1.57
N -3.81 -4.51 2.27
C -2.89 -5.62 2.33
C -5.11 -4.62 2.91
H -2.50 -3.35 1.19
H -3.31 -6.51 1.86
H -2.63 -5.87 3.36
H -1.98 -5.35 1.80
H -5.92 -4.49 2.18
H -5.24 -3.86 3.68
H -5.20 -5.61 3.36
```

Here are the Löwdin charges for atoms 1 to 8, given in e: atom 1 (C): -0.100, atom 2 (C): -0.263, atom 3 (C): -0.220, atom 4 (C): -0.209, atom 5 (C): -0.220, atom 6 (C): -0.219, atom 7 (C): -0.224, atom 8 (C): -0.219

=====

# 4
Entry from the Open Molecules 2025 dataset: C25H59Br3N4O12P2 as an isolated structure in a non-equilibrium geometry (ωB97M-V/def2-TZVPD).

Calculated total energy in eV: -286123.0815
HOMO in eV: -9.333
Largest force on an atom in eV Å⁻¹: 1.3

Structure (XYZ):
```
105
C25H59Br3N4O12P2 ωB97M-V/def2-TZVPD
C 4.75 6.39 0.22
O 3.89 7.23 0.34
N 4.54 5.06 0.01
C 5.60 4.18 -0.39
C 3.21 4.55 -0.18
H 5.83 6.63 0.34
H 6.58 4.66 -0.39
H 5.46 3.79 -1.40
H 5.66 3.31 0.28
H 2.96 4.25 -1.20
H 3.13 3.67 0.48
H 2.44 5.21 0.20
C 2.49 -1.49 4.98
O 1.95 -0.47 5.33
N 3.67 -1.58 4.34
C 4.28 -2.85 4.04
C 4.49 -0.41 4.13
H 2.02 -2.48 5.15
H 4.63 -2.86 3.00
H 3.56 -3.64 4.21
H 5.14 -3.05 4.69
H 5.50 -0.52 4.54
H 4.58 -0.25 3.05
H 4.06 0.50 4.54
C 0.26 -2.31 1.81
O 0.46 -1.65 0.81
N -0.96 -2.57 2.32
C -1.14 -3.50 3.41
C -2.12 -1.87 1.84
H 1.08 -2.73 2.42
H -1.96 -4.18 3.15
H -1.44 -2.98 4.33
H -0.26 -4.10 3.62
H -1.89 -1.42 0.88
H -2.94 -2.55 1.59
H -2.46 -1.12 2.55
C 5.71 -1.98 -1.53
O 5.62 -3.17 -1.67
N 4.75 -1.17 -1.01
C 4.93 0.27 -0.95
C 3.57 -1.72 -0.40
H 6.62 -1.42 -1.81
H 4.04 0.78 -1.31
H 5.79 0.56 -1.55
H 5.17 0.60 0.07
H 3.48 -1.56 0.67
H 2.65 -1.29 -0.83
H 3.50 -2.78 -0.61
C 0.80 1.60 1.07
Br 2.50 0.97 1.65
Br 0.85 2.12 -0.79
Br 0.16 3.08 2.13
H 0.07 0.81 1.18
C -4.24 -1.50 5.24
C -4.97 -1.85 3.97
O -5.13 -0.66 3.19
P -5.44 -0.70 1.65
O -5.70 -2.03 1.11
O -6.64 0.31 1.56
C -7.64 0.18 0.53
C -8.32 1.52 0.37
O -4.21 0.03 0.99
C -4.14 1.45 0.76
C -3.06 1.74 -0.27
H -3.18 -1.32 5.09
H -4.67 -0.60 5.68
H -4.37 -2.29 5.98
H -4.46 -2.61 3.38
H -5.94 -2.30 4.19
H -7.15 -0.09 -0.41
H -8.31 -0.63 0.82
H -9.28 1.42 -0.15
H -8.47 2.01 1.33
H -7.71 2.18 -0.24
H -5.10 1.82 0.40
H -3.96 1.96 1.71
H -2.08 1.83 0.19
H -3.04 0.99 -1.06
H -3.31 2.68 -0.77
C -1.35 -0.72 -1.71
C -1.70 0.17 -2.88
O -0.53 0.23 -3.74
P -0.67 0.74 -5.23
O -1.90 1.49 -5.49
O -0.49 -0.56 -6.12
C -1.54 -1.54 -6.09
C -1.08 -2.74 -6.88
O 0.66 1.49 -5.49
C 1.94 0.83 -5.30
C 2.57 1.29 -4.02
H -2.23 -1.23 -1.31
H -0.57 -1.43 -1.98
H -0.93 -0.12 -0.91
H -2.52 -0.25 -3.46
H -1.97 1.18 -2.57
H -1.73 -1.87 -5.07
H -2.43 -1.07 -6.51
H -0.14 -3.13 -6.48
H -1.85 -3.50 -6.91
H -0.86 -2.43 -7.91
H 1.80 -0.25 -5.31
H 2.54 1.11 -6.17
H 3.65 1.09 -4.03
H 2.44 2.36 -3.87
H 2.14 0.78 -3.16
```

Here are the Löwdin charges for atoms 1 to 8, given in e: atom 1 (C): -0.340, atom 2 (O): 0.023, atom 3 (N): -0.194, atom 4 (C): -0.075, atom 5 (C): -0.088, atom 6 (H): 0.132, atom 7 (H): 0.085, atom 8 (H): 0.089